Entry 1:
A structure of composition C13H22Cl12FI2 at a distorted geometry. Source: the Open Molecules 2025 dataset; level of theory: wB97M-V/def2-TZVPD.

Results
- HOMO (eV) = -2.64
- LUMO level (eV) = 1.676
- orbital gap (eV) = 4.3

ORCA input file:
```
! RIJCOSX wB97M-V def2-TZVPD def2/J DEFGRID3
* xyz -1 1
C 5.703 -1.884 -1.165
C 5.799 -0.636 -1.990
I 7.229 -0.855 -3.561
C 5.086 0.500 -1.743
I 5.423 2.199 -3.024
C 4.176 0.735 -0.683
C 2.798 1.288 -1.105
C 1.657 0.282 -1.173
C 1.997 -1.058 -1.776
F 1.076 0.070 0.089
H 5.248 -1.714 -0.197
H 5.192 -2.669 -1.730
H 6.705 -2.271 -0.976
H 3.998 -0.189 -0.145
H 2.820 1.825 -2.049
H 2.490 2.018 -0.346
H 0.886 0.720 -1.814
H 1.123 -1.705 -1.657
H 2.806 -1.563 -1.261
H 2.194 -0.990 -2.841
C 7.308 4.293 -0.361
Cl 7.960 3.612 1.135
Cl 8.469 5.386 -1.141
H 7.074 3.488 -1.049
H 6.414 4.856 -0.123
C -2.238 -0.314 -1.022
Cl -2.347 1.039 -2.153
Cl -3.226 -1.687 -1.553
H -1.203 -0.631 -0.948
H -2.598 0.019 -0.059
C -6.048 0.046 0.132
Cl -7.512 -0.458 0.987
Cl -4.722 0.394 1.252
H -5.733 -0.753 -0.527
H -6.266 0.943 -0.435
C -3.396 -1.537 4.480
Cl -3.576 -2.992 5.477
Cl -3.029 -1.924 2.802
H -4.328 -0.983 4.511
H -2.587 -0.943 4.885
C -3.979 4.298 -2.414
Cl -5.681 3.856 -2.626
Cl -2.993 3.830 -3.799
H -3.914 5.372 -2.288
H -3.599 3.787 -1.537
C -6.416 -5.395 5.197
Cl -8.038 -4.719 5.409
Cl -6.307 -6.405 3.751
H -5.712 -4.578 5.103
H -6.182 -6.004 6.061
*
```

Entry 2:
The ion C13H22ClFN5OS2 with charge +1 at a distorted geometry. Source: the Open Molecules 2025 dataset; level of theory: wB97M-V/def2-TZVPD.

Results
- HOMO (eV) = -10.72
- LUMO level (eV) = -3.416
- orbital gap (eV) = 7.3

ORCA input file:
```
! RIJCOSX wB97M-V def2-TZVPD def2/J DEFGRID3
* xyz 1 1
C 0.835 -3.271 -0.249
C 2.370 -3.672 -0.079
F 2.689 -3.910 1.291
N 3.330 -2.738 -0.707
Cl 4.528 -3.421 -1.763
C 3.363 -1.417 -0.500
N 2.480 -0.654 0.326
C 2.794 0.732 0.286
C 2.017 1.913 1.032
C 0.752 1.342 1.828
C -0.531 2.279 1.777
S -1.259 2.487 0.087
C -1.932 0.840 -0.491
S -1.338 0.347 -1.997
N -2.850 0.044 0.297
C -3.563 -0.989 -0.496
C -4.634 -0.365 -1.536
O -5.729 0.133 -0.704
C -5.144 1.244 0.014
C -3.919 0.850 0.955
N 3.940 0.837 -0.581
C 4.692 2.052 -0.981
N 4.237 -0.416 -1.002
H 0.173 -4.116 -0.609
H 0.493 -2.883 0.773
H 0.793 -2.359 -0.941
H 2.510 -4.678 -0.604
H 2.763 2.322 1.799
H 1.779 2.769 0.324
H 1.103 1.178 2.907
H 0.451 0.297 1.465
H -0.355 3.281 2.304
H -1.332 1.759 2.413
H -4.208 -1.572 0.254
H -2.890 -1.767 -0.977
H -5.042 -1.138 -2.253
H -4.223 0.555 -2.075
H -5.968 1.639 0.706
H -4.930 2.077 -0.728
H -3.563 1.789 1.477
H -4.356 0.183 1.782
H 4.553 2.812 -0.154
H 4.325 2.500 -1.970
H 5.803 1.842 -1.086
H 4.992 -0.740 -1.613
*
```

Entry 3:
An isolated molecule of C13H22FNO5S2 at a distorted geometry. Source: the Open Molecules 2025 dataset; level of theory: wB97M-V/def2-TZVPD.

Results
- HOMO (eV) = -8.76
- LUMO level (eV) = 0.370
- energy relative to the best compared isomer or geometry (same formula, charge and spin) (kcal/mol) = 0.0
- orbital gap (eV) = 9.1

ORCA input file:
```
! RIJCOSX wB97M-V def2-TZVPD def2/J DEFGRID3
* xyz 0 1
C 2.256 -0.654 1.731
C 2.513 -0.593 0.433
C 1.537 -0.445 -0.732
S 2.356 0.754 -1.874
C 1.555 -1.764 -1.552
S 0.813 -3.129 -0.683
O -0.163 -3.764 -1.513
O 1.847 -3.928 -0.111
O 0.114 -2.394 0.529
C -0.731 -1.291 0.129
C -1.667 -1.056 1.306
O -0.967 -1.088 2.538
O -1.855 -1.651 3.505
C 0.070 -0.028 -0.373
C -0.705 0.404 -1.661
C -2.120 0.957 -1.406
C -3.262 0.013 -1.736
F -3.134 -0.445 -3.038
N -0.007 0.932 0.712
C 0.514 2.086 0.801
C 0.599 3.159 -0.268
C 0.990 2.538 2.156
H 1.340 -1.022 2.168
H 3.029 -0.332 2.421
H 3.553 -0.642 0.125
H 3.243 1.255 -1.009
H 2.580 -2.056 -1.763
H 1.045 -1.604 -2.502
H -1.358 -1.670 -0.681
H -2.258 -0.145 1.202
H -2.367 -1.897 1.321
H -1.461 -2.522 3.660
H -0.781 -0.460 -2.324
H -0.145 1.163 -2.199
H -2.244 1.378 -0.407
H -2.254 1.797 -2.096
H -3.337 -0.837 -1.053
H -4.205 0.561 -1.670
H 0.248 4.089 0.187
H 1.609 3.343 -0.630
H -0.065 2.948 -1.100
H 2.035 2.845 2.092
H 0.814 1.768 2.902
H 0.426 3.426 2.464
*
```

Entry 4:
A structure of composition C13H22N4O3STl at a distorted geometry. Source: the Open Molecules 2025 dataset; level of theory: wB97M-V/def2-TZVPD.

Results
- HOMO (alpha / beta) (eV) = -9.95 / -10.23
- LUMO level (alpha / beta) (eV) = -2.950 / -3.627
- orbital gap (alpha / beta) (eV) = 7.0 / 6.6

ORCA input file:
```
! RIJCOSX wB97M-V def2-TZVPD def2/J DEFGRID3
* xyz 1 1
C 3.181 0.066 -6.893
C 2.637 -0.666 -8.180
H 4.264 -0.074 -6.899
H 2.958 1.145 -7.072
C 1.273 -0.873 -8.243
C 0.392 -0.575 -7.214
H 0.557 -0.880 -6.233
H -0.638 -0.423 -7.521
C 3.584 -1.146 -9.241
H 4.603 -0.910 -8.906
H 3.446 -0.680 -10.225
H 3.566 -2.233 -9.417
C 0.687 -1.480 -9.558
H 1.082 -2.508 -9.726
H 0.962 -0.841 -10.422
H -0.420 -1.532 -9.499
Tl 0.267 -1.897 -1.070
O 1.590 0.022 -2.747
C 1.033 0.658 -3.672
O -0.967 0.292 -1.473
C -0.960 1.262 -2.242
O -1.789 2.303 -2.187
N -0.133 1.416 -3.357
C -1.582 3.203 -3.328
C -0.533 2.562 -4.173
H -1.284 4.166 -2.904
H -2.553 3.297 -3.816
H 0.282 3.261 -4.372
H -0.960 2.221 -5.115
C 1.506 0.677 -5.047
C 2.750 0.129 -5.432
H 0.967 1.407 -5.640
H 3.480 0.034 -4.620
H 2.725 -0.797 -6.183
N 0.745 -0.051 0.891
N 0.838 -0.643 2.187
C -0.018 -1.711 2.368
N 0.299 -2.451 3.457
S -1.339 -2.026 1.359
H -0.200 0.348 0.798
H 1.432 0.697 0.831
H 1.801 -0.777 2.502
H -0.270 -3.259 3.687
H 0.997 -2.136 4.128
*
```

Entry 5:
A structure of composition C13H22N6O9PTm at a distorted geometry. Source: the Open Molecules 2025 dataset; level of theory: wB97M-V/def2-TZVPD.

Results
- HOMO (alpha / beta) (eV) = -8.99 / -8.99
- LUMO level (alpha / beta) (eV) = 0.334 / 0.334
- energy relative to the best compared isomer or geometry (same formula, charge and spin) (kcal/mol) = 0.0
- orbital gap (alpha / beta) (eV) = 9.3 / 9.3

ORCA input file:
```
! RIJCOSX wB97M-V def2-TZVPD def2/J DEFGRID3
* xyz 0 3
Tm 0.088 -0.566 -0.016
O 1.189 2.828 0.593
C 0.257 2.048 0.515
O -0.006 1.034 1.331
C -0.698 2.036 -0.710
O -1.479 2.919 -0.940
O -0.553 0.879 -1.363
N 3.845 1.526 0.884
N 3.491 0.694 -0.179
N 4.263 0.455 -1.209
C 3.512 -0.399 -1.912
N 2.353 -0.652 -1.312
N 2.375 0.059 -0.199
H 4.624 2.082 0.538
H 3.002 2.101 1.098
H 3.821 -0.822 -2.850
C -4.874 -2.888 -1.873
C -3.552 -3.377 -1.340
O -3.254 -2.787 -0.050
P -2.687 -1.296 -0.058
O -3.958 -0.522 0.516
C -3.785 0.925 0.609
C -5.110 1.539 0.951
O -1.689 -1.367 1.259
C -2.061 -1.934 2.551
C -1.171 -1.340 3.607
H -5.102 -3.395 -2.812
H -4.854 -1.814 -2.067
H -5.676 -3.088 -1.164
H -2.730 -3.157 -2.024
H -3.562 -4.450 -1.165
H -3.399 1.303 -0.339
H -3.039 1.133 1.380
H -5.853 1.306 0.189
H -5.000 2.622 1.009
H -5.475 1.172 1.911
H -1.942 -3.015 2.471
H -3.116 -1.707 2.714
H -0.121 -1.549 3.397
H -1.418 -1.772 4.578
H -1.297 -0.259 3.660
O -0.113 -2.626 -0.971
C 0.653 -3.160 -0.120
C 1.103 -4.592 -0.162
C 2.027 -4.678 1.048
C 2.008 -3.268 1.639
O 2.638 -2.914 2.599
N 1.143 -2.452 0.899
H 1.589 -4.787 -1.117
H 0.228 -5.241 -0.107
H 3.055 -4.944 0.803
H 1.684 -5.377 1.809
*
```

Entry 6:
A structure of composition C13H23BN6OSiZn at a distorted geometry. Source: the Open Molecules 2025 dataset; level of theory: wB97M-V/def2-TZVPD.

Results
- HOMO (eV) = -7.48
- LUMO level (eV) = 0.322
- energy relative to the best compared isomer or geometry (same formula, charge and spin) (kcal/mol) = 0.0
- orbital gap (eV) = 7.8

ORCA input file:
```
! RIJCOSX wB97M-V def2-TZVPD def2/J DEFGRID3
* xyz 0 1
H -0.455 3.158 0.952
N -0.253 1.983 -0.774
B 0.491 0.732 -2.812
N 0.447 2.007 -1.923
C 1.121 3.174 -1.952
Zn -0.890 -1.060 -0.114
H 1.731 3.455 -2.791
C 0.865 3.859 -0.767
H 1.269 4.804 -0.465
C -0.012 3.068 -0.027
H 0.888 1.015 -3.905
C -1.068 -2.983 0.357
H -1.276 -3.109 1.432
H -0.173 -3.545 0.081
H -1.910 -3.318 -0.268
N -0.903 0.015 -2.824
N 1.447 -0.300 -2.146
N -1.571 -0.534 -1.690
N 1.108 -0.872 -0.936
C -1.662 -0.164 -3.909
C 2.607 -0.814 -2.588
H -1.280 0.128 -4.876
H 3.007 -0.516 -3.550
C -2.875 -0.729 -3.537
C 3.073 -1.713 -1.631
C -2.797 -0.910 -2.154
C 2.106 -1.713 -0.607
H -3.693 -0.966 -4.187
H 3.964 -2.301 -1.673
H -3.554 -1.311 -1.505
H 2.080 -2.298 0.301
H -0.817 1.191 -0.505
C -1.673 0.707 3.947
Si -0.177 0.029 3.008
C 1.298 1.079 3.586
C 0.233 -1.671 3.741
O -0.507 0.051 1.437
H -1.535 0.730 5.036
H -2.556 0.094 3.726
H -1.892 1.728 3.610
H 1.278 1.196 4.681
H 2.266 0.626 3.336
H 1.287 2.086 3.154
H -0.503 -2.433 3.462
H 1.220 -2.038 3.429
H 0.247 -1.616 4.840
*
```

Entry 7:
A structure of composition C13H23BN9Pt. Source: the Open Molecules 2025 dataset; level of theory: wB97M-V/def2-TZVPD.

Results
- HOMO (alpha / beta) (eV) = -18.88 / -18.13
- LUMO level (alpha / beta) (eV) = -8.468 / -14.334
- energy relative to the best compared isomer or geometry (same formula, charge and spin) (kcal/mol) = 30.3
- orbital gap (alpha / beta) (eV) = 10.4 / 3.8

ORCA input file:
```
! RIJCOSX wB97M-V def2-TZVPD def2/J DEFGRID3
* xyz 3 5
Pt 0.190 -0.110 -0.382
C 1.710 3.907 0.452
C 1.396 2.917 -0.438
N 0.893 1.830 0.214
N 0.917 2.133 1.537
C 1.387 3.372 1.702
B 0.503 1.106 2.602
N 1.403 -0.142 2.422
C 2.251 -0.694 3.279
C 2.920 -1.766 2.635
C 2.397 -1.789 1.373
N 1.452 -0.817 1.237
N -0.965 0.683 2.342
C -2.001 0.782 3.162
C -3.151 0.287 2.502
C -2.697 -0.095 1.263
N -1.370 0.144 1.151
H 2.115 4.882 0.240
H 1.535 2.934 -1.506
H 1.478 3.809 2.686
H 0.621 1.552 3.699
H 2.358 -0.316 4.286
H 3.669 -2.419 3.054
H 2.672 -2.444 0.564
H -1.895 1.191 4.156
H -4.156 0.226 2.888
H -3.290 -0.519 0.474
N 0.932 -2.116 -1.310
C 0.026 -2.667 -2.351
C -1.394 -2.407 -1.922
N -1.622 -0.976 -1.589
C -1.940 -0.068 -2.724
C -0.702 0.360 -3.470
N 0.263 0.919 -2.488
H 1.882 -2.043 -1.668
H 0.963 -2.765 -0.528
H 0.176 -3.740 -2.468
H 0.273 -2.210 -3.303
H -1.603 -2.976 -1.014
H -2.099 -2.741 -2.686
H -2.426 -0.955 -0.980
H -2.424 0.811 -2.295
H -2.656 -0.540 -3.400
H -0.973 1.105 -4.218
H -0.229 -0.458 -4.002
H 0.010 1.884 -2.296
H 1.203 0.939 -2.880
*
```

Entry 8:
A structure of composition C13H23BrGeHgIN2S. Source: the Open Molecules 2025 dataset; level of theory: wB97M-V/def2-TZVPD.

Results
- HOMO (alpha / beta) (eV) = -8.30 / -8.30
- LUMO level (alpha / beta) (eV) = 0.349 / -0.507
- energy relative to the best compared isomer or geometry (same formula, charge and spin) (kcal/mol) = 0.0
- orbital gap (alpha / beta) (eV) = 8.6 / 7.8

ORCA input file:
```
! RIJCOSX wB97M-V def2-TZVPD def2/J DEFGRID3
* xyz 0 2
Hg -0.349 -1.186 0.389
C -4.046 -1.512 1.143
Ge -2.854 -0.922 2.583
C -2.168 -2.483 3.546
C -3.850 0.236 3.814
C -1.334 0.039 1.815
H -4.925 -2.011 1.550
H -3.533 -2.213 0.483
H -4.380 -0.664 0.546
H -2.966 -2.997 4.080
H -1.410 -2.182 4.269
H -1.713 -3.189 2.850
H -4.691 -0.304 4.249
H -4.237 1.109 3.289
H -3.209 0.581 4.625
H -0.598 0.258 2.593
H -1.626 0.975 1.339
C 0.466 -2.524 -4.498
N -0.004 -1.414 -3.700
C 0.748 -0.700 -2.849
S 0.013 0.499 -1.900
N 2.053 -0.987 -2.817
C 3.012 -0.432 -1.879
H -0.377 -2.934 -5.046
H 0.879 -3.319 -3.868
H 1.216 -2.203 -5.223
H -0.984 -1.207 -3.664
H 2.351 -1.814 -3.310
H 2.500 0.266 -1.223
H 3.803 0.095 -2.413
H 3.444 -1.234 -1.279
Br 2.785 -0.686 2.315
C 3.955 -2.139 1.957
C 5.141 -2.265 2.673
C 5.986 -3.330 2.392
C 5.660 -4.259 1.412
C 4.471 -4.134 0.698
C 3.667 -3.069 1.004
I 0.728 -3.418 -0.629
H 5.392 -1.541 3.436
H 6.908 -3.434 2.948
H 6.327 -5.087 1.205
H 4.192 -4.852 -0.061
*
```